# 1
Formula: C6H13NO2
Source: the OMol25 dataset
Level of theory: the ωB97M-V functional and the def2-TZVPD basis

CARTESIAN COORDINATES (ANGSTROEM)
C (-1.39, 0.21, 0.12)
C (0.69, -0.23, -0.42)
C (3.48, -0.75, 0.15)
C (-1.86, 1.18, -0.93)
C (-1.87, -1.20, -0.04)
C (0.95, 1.02, 0.02)
N (-1.53, 0.69, 1.43)
O (2.79, -0.06, -0.82)
O (0.92, 2.12, 0.40)
H (-1.24, 1.65, 1.59)
H (-1.45, 0.04, 2.19)
H (0.61, -0.38, -1.49)
H (0.84, -1.05, 0.25)
H (4.55, -0.50, 0.14)
H (3.13, -0.49, 1.19)
H (3.40, -1.85, 0.07)
H (-1.43, 2.18, -0.79)
H (-1.44, -1.87, 0.70)
H (-2.95, 1.29, -0.88)
H (-1.60, 0.83, -1.93)
H (-2.96, -1.24, 0.08)
H (-1.63, -1.59, -1.03)

- Energy above the lowest of the compared OMol25 structures with the same formula, charge and spin: 130.5 kcal/mol
- Orbital gap (spin up / spin down): 0.257 / 0.257 Ha
- 2S+1: 1
- Energy: -441.4720 Eh



# 2
Formula: C15H34B2F5IN3O9
Source: the OMol25 dataset
Level of theory: the ωB97M-V functional and the def2-TZVPD basis

CARTESIAN COORDINATES (ANGSTROEM)
O (-1.61, -0.86, -2.07)
C (-0.83, -1.31, -1.27)
I (-1.40, -2.88, 0.01)
C (0.62, -0.80, -1.15)
N (0.71, 0.64, -0.91)
C (0.88, 1.18, 0.29)
N (1.10, 2.47, 0.56)
B (1.89, 3.44, -0.32)
O (1.30, 4.05, -1.35)
O (3.14, 3.79, 0.12)
C (1.30, 2.59, 2.04)
C (1.36, 1.14, 2.59)
B (0.30, 1.13, 3.83)
O (-0.97, 0.77, 3.53)
O (0.67, 1.57, 5.05)
C (2.78, 0.70, 3.01)
F (3.43, 1.78, 3.53)
F (2.70, -0.23, 3.99)
C (3.68, 0.13, 1.89)
F (3.20, -1.08, 1.51)
F (4.92, -0.02, 2.37)
N (0.93, 0.42, 1.41)
F (0.09, -0.64, 1.51)
H (1.17, -1.35, -0.39)
H (1.08, -0.98, -2.13)
H (0.64, 1.24, -1.73)
H (0.69, 3.56, -1.92)
H (3.89, 3.36, -0.29)
H (2.17, 3.19, 2.30)
H (0.42, 3.11, 2.43)
H (-1.64, 1.42, 3.82)
H (1.61, 1.73, 5.21)
H (3.73, 0.80, 1.03)
C (0.15, 0.35, -5.54)
C (-0.47, 1.14, -4.41)
O (0.48, 2.00, -3.75)
H (1.00, -0.23, -5.19)
H (-0.58, -0.32, -5.98)
H (0.52, 1.02, -6.32)
H (-0.83, 0.48, -3.62)
H (-1.32, 1.73, -4.76)
H (0.85, 2.62, -4.40)
C (-5.52, -4.21, 2.28)
C (-4.83, -5.22, 1.40)
O (-3.42, -5.00, 1.32)
H (-5.34, -3.20, 1.91)
H (-6.60, -4.38, 2.30)
H (-5.15, -4.27, 3.31)
H (-5.19, -5.15, 0.37)
H (-5.02, -6.24, 1.75)
H (-3.06, -5.08, 2.21)
C (-5.52, 0.27, 3.97)
C (-4.02, 0.49, 3.89)
O (-3.68, 1.66, 3.13)
H (-5.94, 0.18, 2.97)
H (-5.75, -0.63, 4.54)
H (-6.01, 1.11, 4.47)
H (-3.53, -0.34, 3.39)
H (-3.59, 0.57, 4.90)
H (-4.11, 2.41, 3.57)
C (5.64, -0.63, -5.05)
C (4.15, -0.67, -4.79)
O (3.38, -0.24, -5.91)
H (5.95, 0.38, -5.33)
H (6.20, -0.93, -4.16)
H (5.91, -1.30, -5.86)
H (3.88, 0.02, -3.98)
H (3.84, -1.68, -4.49)
H (3.58, -0.82, -6.64)

- Orbital gap: 0.342 Ha
- 2S+1: 1
- Energy: -2280.0126 Eh
- Total charge: +1



# 3
Formula: C3HN2OS
Source: the OMol25 dataset
Level of theory: the ωB97M-V functional and the def2-TZVPD basis

CARTESIAN COORDINATES (ANGSTROEM)
C (1.48, 1.79, 0.03)
C (-1.50, -1.35, -0.01)
C (0.46, 0.57, -0.06)
N (1.71, 0.52, 0.69)
N (-0.79, -0.27, 0.11)
O (-2.11, -2.25, -0.06)
S (2.01, 0.38, -0.99)
H (-1.26, 0.61, 0.28)

- Energy above the lowest of the compared OMol25 structures with the same formula, charge and spin: 140.7 kcal/mol
- Orbital gap: 0.318 Ha
- 2S+1: 1
- Energy: -697.2759 Eh
- Total charge: +1



# 4
Formula: H3O5
Source: the OMol25 dataset
Level of theory: the ωB97M-V functional and the def2-TZVPD basis

CARTESIAN COORDINATES (ANGSTROEM)
O (0.18, -1.08, 0.13)
O (-1.44, -1.24, -0.71)
O (1.31, 1.91, 1.08)
O (0.19, -0.20, 0.94)
O (0.56, 1.12, 0.32)
H (-1.58, -0.37, -1.17)
H (-1.36, -2.07, -1.26)
H (2.14, 1.91, 0.68)

- Energy above the lowest of the compared OMol25 structures with the same formula, charge and spin: 3.8 kcal/mol
- Orbital gap (spin up / spin down): 0.318 / 0.318 Ha
- 2S+1: 1
- Energy: -377.2993 Eh
- Total charge: +1



# 5
Formula: C16H10Cl6Ru
Source: the OMol25 dataset
Level of theory: the ωB97M-V functional and the def2-TZVPD basis

CARTESIAN COORDINATES (ANGSTROEM)
C (2.02, -1.79, 1.16)
C (2.12, -1.75, -0.28)
C (0.77, -2.01, -0.82)
H (3.04, -1.71, -0.84)
C (-0.13, -2.14, 0.31)
C (0.63, -1.98, 1.48)
H (0.24, -2.14, 2.49)
H (2.85, -1.74, 1.87)
H (0.52, -2.24, -1.85)
H (-1.16, -2.45, 0.18)
Ru (0.91, 0.19, -0.59)
Cl (1.77, 1.71, 0.75)
C (1.26, 1.82, -1.97)
C (0.05, 1.26, -2.44)
C (0.32, -0.05, -2.93)
H (-0.86, 1.81, -2.51)
C (1.70, -0.31, -2.74)
C (2.28, 0.81, -2.10)
H (3.33, 0.97, -1.94)
H (1.40, 2.85, -1.75)
H (-0.38, -0.68, -3.42)
H (2.22, -1.22, -3.01)
Cl (0.46, 0.14, 3.54)
C (-0.87, 0.56, 2.51)
C (-0.86, 0.43, 1.12)
C (-2.00, 0.72, 0.43)
Cl (-2.21, 0.12, -1.17)
C (-3.12, 1.34, 1.00)
Cl (-4.44, 1.76, 0.01)
C (-3.14, 1.47, 2.39)
Cl (-4.55, 2.09, 3.12)
C (-2.04, 1.04, 3.16)
Cl (-2.15, 1.11, 4.87)

- Energy above the lowest of the compared OMol25 structures with the same formula, charge and spin: 5.7 kcal/mol
- Orbital gap (spin up / spin down): 0.201 / 0.251 Ha
- ⟨S²⟩: 8.7817
- 2S+1: 6
- Energy: -3471.5902 Eh
- Total charge: -1



# 6
Formula: C27H39N2O4
Source: the OMol25 dataset
Level of theory: the ωB97M-V functional and the def2-TZVPD basis

CARTESIAN COORDINATES (ANGSTROEM)
C (-0.28, -3.96, 0.42)
O (1.09, -3.63, 0.54)
C (1.54, -2.52, -0.07)
C (0.79, -1.65, -0.84)
C (1.37, -0.52, -1.40)
C (2.70, -0.23, -1.19)
C (3.32, 1.01, -1.78)
C (3.83, 2.01, -0.74)
N (2.73, 2.60, 0.08)
C (3.06, 3.98, 0.47)
C (2.35, 1.77, 1.26)
C (0.90, 1.30, 1.30)
C (-0.18, 2.37, 1.54)
C (-1.20, 2.47, 0.37)
C (-0.36, 2.88, -0.72)
N (0.51, 3.13, -1.43)
C (-1.82, 1.13, 0.01)
C (-2.11, 0.84, -1.32)
C (-2.68, -0.38, -1.66)
C (-2.98, -1.34, -0.70)
O (-3.48, -2.57, -1.00)
C (-3.83, -2.86, -2.33)
C (-2.72, -1.03, 0.65)
O (-2.93, -1.85, 1.72)
C (-3.90, -2.88, 1.67)
C (-2.14, 0.19, 0.97)
C (-2.27, 3.57, 0.65)
C (-3.05, 3.89, -0.63)
C (-3.24, 3.17, 1.75)
C (3.48, -1.11, -0.44)
C (2.93, -2.25, 0.12)
O (3.59, -3.16, 0.87)
C (4.99, -3.03, 1.01)
H (-0.56, -4.12, -0.63)
H (-0.91, -3.19, 0.86)
H (-0.41, -4.89, 0.97)
H (-0.25, -1.84, -1.01)
H (0.76, 0.13, -2.01)
H (2.60, 1.51, -2.42)
H (4.18, 0.73, -2.40)
H (4.56, 1.55, -0.07)
H (4.33, 2.83, -1.27)
H (1.90, 2.67, -0.57)
H (3.19, 4.60, -0.42)
H (2.25, 4.41, 1.05)
H (3.97, 4.00, 1.06)
H (2.58, 2.34, 2.17)
H (2.97, 0.88, 1.26)
H (0.69, 0.75, 0.38)
H (0.85, 0.56, 2.10)
H (-0.73, 2.14, 2.45)
H (0.27, 3.35, 1.69)
H (-1.88, 1.54, -2.10)
H (-2.88, -0.58, -2.70)
H (-4.58, -2.17, -2.72)
H (-2.95, -2.86, -2.99)
H (-4.25, -3.87, -2.31)
H (-3.57, -3.72, 1.06)
H (-4.85, -2.51, 1.28)
H (-4.02, -3.20, 2.70)
H (-1.95, 0.36, 2.02)
H (-1.73, 4.47, 0.96)
H (-3.73, 4.72, -0.44)
H (-3.63, 3.04, -0.95)
H (-2.38, 4.19, -1.44)
H (-3.77, 2.26, 1.49)
H (-2.73, 3.01, 2.70)
H (-3.97, 3.96, 1.90)
H (4.53, -0.91, -0.31)
H (5.49, -3.03, 0.04)
H (5.26, -2.13, 1.57)
H (5.30, -3.91, 1.58)

- Orbital gap: 0.315 Ha
- 2S+1: 1
- Energy: -1462.4408 Eh
- SMILES: COc1ccc(CC[N@H+](C)CCC[C@@](C#N)(c2ccc(OC)c(OC)c2)C(C)C)cc1OC
- Total charge: +1



# 7
Formula: C8H11BIN2O7P2S
Source: the OMol25 dataset
Level of theory: the ωB97M-V functional and the def2-TZVPD basis

CARTESIAN COORDINATES (ANGSTROEM)
C (1.67, -2.43, 1.21)
P (1.43, -1.44, -0.31)
C (3.00, -0.51, -0.50)
C (0.15, -0.09, 0.01)
C (0.14, 0.66, 1.36)
C (0.02, -0.20, 2.58)
O (-0.70, -1.11, 2.77)
I (1.41, 0.39, 4.21)
O (0.54, 0.89, -0.94)
B (-0.48, 1.09, -1.91)
N (0.09, 1.26, -3.36)
C (1.08, 1.85, -3.63)
S (2.39, 2.62, -4.09)
O (-1.29, 2.38, -1.63)
C (-0.91, 3.17, -0.72)
N (-0.58, 3.89, 0.12)
O (-1.37, -0.04, -1.82)
C (-1.24, -0.60, -0.55)
P (-2.77, -0.41, 0.46)
O (-2.81, 0.57, 1.55)
O (-3.10, -1.90, 0.93)
O (-3.89, -0.10, -0.65)
H (2.07, -1.89, 2.07)
H (2.38, -3.22, 0.95)
H (0.72, -2.89, 1.49)
H (3.35, -0.69, -1.52)
H (3.76, -0.89, 0.19)
H (2.88, 0.56, -0.35)
H (-0.70, 1.36, 1.40)
H (1.05, 1.26, 1.42)
H (-1.13, -1.69, -0.69)
H (-2.81, -2.55, 0.28)
H (-4.38, 0.68, -0.35)

- Orbital gap: 0.303 Ha
- 2S+1: 1
- Energy: -2351.4108 Eh
- Total charge: -1



# 8
Formula: C4H5LiO7Tl
Source: the OMol25 dataset
Level of theory: the ωB97M-V functional and the def2-TZVPD basis

CARTESIAN COORDINATES (ANGSTROEM)
O (-4.28, 0.72, -0.07)
C (-3.33, -0.04, 0.23)
O (-3.46, -1.29, 0.35)
O (-2.12, 0.53, 0.30)
C (-0.97, -0.26, -0.01)
O (1.29, -0.12, -0.58)
C (2.85, -0.11, 0.09)
C (0.22, 0.66, -0.19)
O (2.87, 0.76, 1.08)
O (3.58, 0.17, -0.98)
Li (-5.37, -0.90, 0.08)
Tl (3.74, 2.41, -0.40)
H (-1.14, -0.86, -0.92)
H (-0.77, -0.95, 0.83)
H (-0.03, 1.40, -0.98)
H (0.33, 1.23, 0.75)
O (3.21, -1.39, 0.60)
H (3.36, -1.95, -0.17)

- Energy above the lowest of the compared OMol25 structures with the same formula, charge and spin: 31.8 kcal/mol
- Orbital gap: 0.196 Ha
- 2S+1: 1
- Energy: -862.2287 Eh
- Total charge: -1